The following is a quantum chemistry calculation of C3H3N3O2 in the gas phase at a distorted geometry, from OMol25.

```
! RIJCOSX wB97M-V def2-TZVPD def2/J DEFGRID3
* xyz 0 1
C -1.99231 0.28197 -0.00224
C -0.59214 0.45410 0.14198
C 1.38859 -0.29267 -0.08892
H -3.70417 -0.58287 -0.21204
H -2.42024 1.24806 0.24175
H 3.38449 -0.95584 0.13054
N 0.25583 1.62317 0.06832
N 1.47050 1.12729 -0.18525
N 0.12011 -0.74862 0.16408
O -2.73787 -0.89047 -0.10052
O 2.36162 -1.15736 0.00112
*
```

Summary:
**SMILES**: O/C=C1/N=NC(O)=N1
**Highest occupied orbital energy**: -8.90 eV

The following is a quantum chemistry calculation of C3H3N3O2 in the gas phase at a distorted geometry, from OMol25.

```
! RIJCOSX wB97M-V def2-TZVPD def2/J DEFGRID3
* xyz 0 1
C 1.21797 -0.14331 0.19465
C 0.02593 -0.76253 0.21267
C -1.18444 -0.07678 -0.03770
H 3.04398 -0.07543 -0.45864
H 0.02724 -1.86193 0.34141
H -3.09862 -0.04421 0.04433
N -1.19068 1.23279 -0.16029
N 0.02750 1.84485 -0.05458
N 1.12575 1.23654 0.23904
O 2.35649 -0.64871 -0.25078
O -2.35113 -0.70129 -0.07011
*
```

Summary:
**SMILES**: Oc1cc(O)nnn1
**Highest occupied orbital energy**: -9.61 eV

The following is a quantum chemistry calculation of C3H3N3O2 in the gas phase at a distorted geometry, from OMol25.

```
! RIJCOSX wB97M-V def2-TZVPD def2/J DEFGRID3
* xyz 0 1
C -0.96839 -0.13606 -0.10559
C -0.82948 1.33137 -0.12778
C 1.33000 -0.18984 -0.07617
H -1.88315 -1.68798 0.22714
H -1.74889 1.88908 0.04096
H 2.11517 -1.84024 0.08229
N 0.25246 1.93950 0.07894
N 2.39897 -0.86433 -0.01576
N 0.12772 -0.81689 -0.04595
O -2.12606 -0.74394 -0.00682
O 1.33164 1.11934 -0.05126
*
```

Summary:
**SMILES**: [H]/N=c1\nc(O)cno1
**Highest occupied orbital energy**: -9.52 eV

The following is a quantum chemistry calculation of C3H3N3O2S in the gas phase at a distorted geometry, from OMol25.

```
! RIJCOSX wB97M-V def2-TZVPD def2/J DEFGRID3
* xyz 0 1
C -1.17050 -1.90012 0.15177
C -0.26820 0.39445 0.28427
C 2.64089 2.45001 -1.08426
N -1.28307 -2.10458 1.40483
N -0.63898 -0.81351 -0.23551
N 1.71076 2.18242 -0.38518
O 1.07035 0.88652 0.11232
O 3.40115 3.09580 -1.56447
S -1.27657 0.52423 -1.06925
H -1.68952 -2.55628 -0.51774
H -0.80089 0.78034 1.16901
H -1.69541 -2.93928 1.73422
*
```

Summary:
**SMILES**: [H]/N=C/N1S[C@@H]1ON=C=O
**Highest occupied orbital energy**: -9.02 eV

The following is a quantum chemistry calculation of C3H3N3O2S in the gas phase at a distorted geometry, from OMol25.

```
! RIJCOSX wB97M-V def2-TZVPD def2/J DEFGRID3
* xyz 0 1
C -1.26482 -0.30836 -0.18591
C -0.02219 -0.83329 -0.18741
C -1.08454 2.11704 0.23252
N -1.64765 0.98371 0.05351
N 1.23687 -0.31035 -0.23691
N 2.32201 -0.97256 0.05070
O 2.28292 -1.79884 0.97639
O 3.35182 -0.55979 -0.43764
S -0.28478 3.42040 0.24567
H -2.17525 -0.85761 -0.39984
H -0.12259 -1.88366 -0.49092
H -2.59178 1.00332 0.37985
*
```

Summary:
**Highest occupied orbital energy (spin up / spin down)**: -8.02 / -8.02 eV

The following is a quantum chemistry calculation of C3H3N3O2S in the gas phase at a distorted geometry, from OMol25.

```
! RIJCOSX wB97M-V def2-TZVPD def2/J DEFGRID3
* xyz 0 1
C 1.58510 -1.06209 -0.08953
C 0.32227 -0.27331 0.03981
C -1.00027 -0.67772 0.19385
H 2.27540 0.78404 0.05614
H -0.92331 2.42464 0.28283
H -2.58677 0.44779 -0.31102
N 0.30131 0.97146 -0.24364
N -0.92817 1.46547 -0.20390
N -1.75830 0.47068 0.26150
O 2.66381 -0.18255 0.13947
O 1.83874 -2.23549 -0.06549
S -1.78980 -2.13293 -0.06003
*
```

Summary:
**SMILES**: O=C(O)c1n[nH][nH]c1=S
**Highest occupied orbital energy**: -8.86 eV

The following is a quantum chemistry calculation of C3H3N3S in the gas phase at a distorted geometry, from OMol25.

```
! RIJCOSX wB97M-V def2-TZVPD def2/J DEFGRID3
* xyz 0 1
C 0.71610 -0.73288 -0.03358
C -1.15525 0.15813 0.82045
C -0.99609 1.20338 -0.08783
H 2.62943 -1.50398 -1.03625
H -1.93972 0.19762 1.53069
H -1.69814 2.05614 -0.13425
N -0.28278 -0.82645 0.85779
N -0.02657 1.23608 -0.94981
N 0.86632 0.24331 -0.93932
S 1.88671 -2.03135 -0.02788
*
```

Summary:
**SMILES**: Sc1nccnn1
**Highest occupied orbital energy**: -9.49 eV

The following is a quantum chemistry calculation of C3H3N3S2 in the gas phase at a distorted geometry, from OMol25.

```
! RIJCOSX wB97M-V def2-TZVPD def2/J DEFGRID3
* xyz 0 1
C -0.87676 -0.56937 -0.08868
C 2.13770 0.58824 0.38491
C -2.10376 0.37727 -0.48345
H -1.58282 -0.96615 1.68980
H 0.02677 -0.14949 -1.98172
H 2.97634 0.17535 1.13137
N -0.79566 -1.28788 1.01834
N 0.12836 -0.62395 -0.98142
N -3.07990 1.26187 -0.23917
S 1.85936 -0.88368 -0.43504
S 1.31036 2.07779 -0.01494
*
```

Summary:
**SMILES**: [H]/N=C(\C#N)NSC=S
**Highest occupied orbital energy**: -9.37 eV

The following is a quantum chemistry calculation of a gas-phase ion, C3H3N4O3S (charge -1) at a distorted geometry, from OMol25.

```
! RIJCOSX wB97M-V def2-TZVPD def2/J DEFGRID3
* xyz -1 1
C -0.79270 2.18451 -0.29013
C 1.20638 0.84111 -0.18784
C 1.58752 -0.29833 0.55301
N 0.63039 1.89237 -0.49537
N -1.54493 1.39706 0.42433
N -1.43852 0.23316 0.82291
N 1.54764 -1.38348 -0.29534
O -1.23135 -1.01226 -1.48186
O 2.15997 -0.17560 1.63664
O -1.52466 -2.27914 0.61487
S -1.96029 -1.11197 -0.19576
H -0.97481 3.22208 -0.35925
H 0.74271 -1.16175 -0.87859
H 1.59264 -2.34777 0.13239
*
```

Summary:
**Highest occupied orbital energy (spin up / spin down)**: -4.17 / -4.12 eV

The following is a quantum chemistry calculation of C3H3N5 in the gas phase at a distorted geometry, from OMol25.

```
! RIJCOSX wB97M-V def2-TZVPD def2/J DEFGRID3
* xyz 0 1
C 1.28282 -0.07391 -0.21349
C -1.37716 0.61535 0.19144
C -1.23839 -0.75226 0.24044
H 2.70812 0.70341 0.65342
H -2.08473 1.16706 0.68094
H -2.01620 -1.21525 0.86874
N 2.39620 -0.21741 0.44713
N 0.73710 1.12638 -0.79385
N -0.52392 1.40845 -0.60665
N -0.55291 -1.57045 -0.62374
N 0.66907 -1.19136 -0.84439
*
```

Summary:
**SMILES**: N=c1nnccnn1
**Highest occupied orbital energy**: -10.03 eV

The following is a quantum chemistry calculation of C3H3N5 in the gas phase at a distorted geometry, from OMol25.

```
! RIJCOSX wB97M-V def2-TZVPD def2/J DEFGRID3
* xyz 0 1
C -1.99975 0.13073 -0.02081
C 0.05797 0.76812 0.04148
C 1.41196 1.05151 -0.02843
H -1.42126 -1.90760 0.26874
H -3.08348 0.05950 0.00833
H 1.88478 2.04172 -0.07750
N -1.21716 -1.02096 -0.09274
N -1.28800 1.18864 0.01630
N 2.07945 -0.11540 0.00399
N 1.24648 -1.17517 -0.02002
N 0.00764 -0.57651 0.07061
*
```

Summary:
**SMILES**: c1nc2cnnn2[nH]1
**Highest occupied orbital energy**: -9.13 eV

The following is a quantum chemistry calculation of C3H3NO in the gas phase at a distorted geometry, from OMol25.

```
! RIJCOSX wB97M-V def2-TZVPD def2/J DEFGRID3
* xyz 0 1
C -1.52045 -0.80366 -1.11950
C -0.25734 0.45975 0.20458
C -0.25717 -0.94355 -0.54368
N -1.39699 -0.39984 0.46795
O -2.35145 -0.95144 -1.92187
H 0.46260 0.68897 1.11154
H -0.45916 1.42803 -0.29271
H 0.40127 -1.78410 -0.51863
*
```

Summary:
**SMILES**: O=C1[C@H]2CN12
**Highest occupied orbital energy**: -9.67 eV

The following is a quantum chemistry calculation of C3H3NO in the gas phase at a distorted geometry, from OMol25.

```
! RIJCOSX wB97M-V def2-TZVPD def2/J DEFGRID3
* xyz 0 1
C 0.13516 0.34112 0.07068
C -1.11273 0.18771 -0.12559
C 1.47596 -0.21679 0.19022
N -2.48830 0.02978 0.13620
O 1.22087 1.13454 -0.12443
H 1.86231 -0.41123 1.18473
H 1.87412 -0.82537 -0.61366
H -2.96739 -0.23976 -0.71814
*
```

Summary:
**SMILES**: N=C=C1CO1
**Highest occupied orbital energy**: -9.32 eV

The following is a quantum chemistry calculation of C3H3NO in the gas phase at a distorted geometry, from OMol25.

```
! RIJCOSX wB97M-V def2-TZVPD def2/J DEFGRID3
* xyz 0 1
C 0.03350 -0.17201 0.44515
C -1.33211 -0.02820 0.28720
C -2.54211 0.12564 0.22658
H 2.62279 0.00122 -1.15568
H 0.50989 -0.13725 1.40249
H -3.57691 0.17135 -0.01420
N 0.80312 -0.07348 -0.52272
O 2.23334 0.11580 -0.29090
*
```

Summary:
**SMILES**: C#C/C=N/O
**Highest occupied orbital energy**: -9.77 eV

The following is a quantum chemistry calculation of C3H3NO in the gas phase at a distorted geometry, from OMol25.

```
! RIJCOSX wB97M-V def2-TZVPD def2/J DEFGRID3
* xyz 0 1
C -0.07412 -0.20225 1.30382
C 0.13828 0.23453 -0.17839
C -0.60104 -0.85351 -0.67948
N -0.81829 -1.27637 1.56661
O -1.10763 -1.68366 0.28596
H 0.59054 0.34571 2.04028
H 0.68724 1.05042 -0.76704
H -0.93043 -1.28628 -1.66663
*
```

Summary:
**SMILES**: c1cnoc1
**Highest occupied orbital energy**: -10.16 eV

The following is a quantum chemistry calculation of C3H3NO in the gas phase, from OMol25.

```
! RIJCOSX wB97M-V def2-TZVPD def2/J DEFGRID3
* xyz 0 1
O 1.36525 -1.44204 0.34703
C 1.22735 -0.27003 0.10299
C -0.07299 0.35759 -0.28447
C -1.36333 0.04353 0.31066
N -1.16466 -0.62252 -0.72228
H 2.09485 0.42530 0.09331
H 0.02316 1.27436 -0.86616
H -2.14862 0.25969 1.02471
*
```

Summary:
**SMILES**: O=C[C@@H]1C=N1
**Highest occupied orbital energy**: -10.07 eV

The following is a quantum chemistry calculation of C3H3NO in the gas phase at a distorted geometry, from OMol25.

```
! RIJCOSX wB97M-V def2-TZVPD def2/J DEFGRID3
* xyz 0 1
C -0.79842 -0.54952 0.04925
C 0.19009 0.49051 0.38487
C 1.32972 0.62575 -0.42507
H -0.67685 -1.40477 0.85851
H -1.79874 -0.07915 0.25881
H -0.33117 -0.98315 -0.78454
N 2.05133 0.48510 -1.42655
O 0.03405 1.41523 1.08472
*
```

Summary:
**SMILES**: CC(=O)C#N
**Highest occupied orbital energy**: -10.94 eV

The following is a quantum chemistry calculation of C3H3NO in the gas phase at a distorted geometry, from OMol25.

```
! RIJCOSX wB97M-V def2-TZVPD def2/J DEFGRID3
* xyz 0 1
O -2.11297 0.46131 -0.03407
C -0.92884 0.61888 0.09380
C 0.04738 -0.55412 0.11942
C 2.34885 0.29068 -0.70722
N 1.33910 -0.13688 -0.28703
H -0.46458 1.61826 0.21612
H -0.32162 -1.34353 -0.54063
H 0.09267 -0.95461 1.13961
*
```

Summary:
**Highest occupied orbital energy**: -10.75 eV

The following is a quantum chemistry calculation of C3H3NO in the gas phase at a distorted geometry, from OMol25.

```
! RIJCOSX wB97M-V def2-TZVPD def2/J DEFGRID3
* xyz 0 1
C -0.02173 1.13041 -0.79166
C 0.18196 -0.26948 -0.45222
C 0.07845 -0.64685 1.03963
N -0.99387 0.41827 -1.00406
O -0.77687 -0.13866 1.69147
H 0.34996 2.08418 -0.69539
H 0.38526 -1.11867 -1.11047
H 0.79685 -1.45919 1.32270
*
```

Summary:
**SMILES**: O=C[C@@H]1C=N1
**Highest occupied orbital energy**: -9.78 eV

The following is a quantum chemistry calculation of C3H3NO2 in the gas phase at a distorted geometry, from OMol25.

```
! RIJCOSX wB97M-V def2-TZVPD def2/J DEFGRID3
* xyz 0 1
O 1.04283 0.06259 0.75096
C 0.24949 -1.09049 0.44603
C 0.01247 0.20906 -0.18040
O 0.37003 0.38747 -1.49434
C -1.11497 1.03638 0.27070
N -2.02083 1.65822 0.62927
H 1.10133 1.01992 -1.51851
H 0.74515 -1.84465 -0.16041
H -0.38550 -1.43849 1.25670
*
```

Summary:
**SMILES**: N#C[C@]1(O)CO1
**Highest occupied orbital energy**: -11.57 eV

The evaluated ΔE to the lowest compared entry with this formula, charge and spin for the records listed, in turn: 4.635 3.557 3.761 6.260 6.527 1.503 1.334 4.550 4.736 3.722 1.509 2.948 3.868 3.628 2.228 1.998 1.751 1.155 2.477 2.465 eV.